Below is a cluster of 9 separate species, C40H64O18S7 in total, with properties calculated with ωB97M-V/def2-TZVPD.

For the lowest unoccupied orbital energy, the calculation gives -0.09832 hartree. The total energy comes out at -155210.9641 eV. For the energy relative to the best compared isomer or geometry (same formula, charge and spin), the calculation gives 216.0 kJ/mol. As for the SMILES: O=C1C=CC(=O)C=C1.O=C1C=CC(=O)C=C1.O=S1(=O)CCCC1.O=S1(=O)CCCC1.O=S1(=O)CCCC1.O=S1(=O)CCCC1.O=S1(=O)CCCC1.O=S1(=O)CCCC1.O=S1(=O)CCCC1. The highest occupied orbital energy is -9.546 eV. The total charge is 0.

Last columns: bonded neighbours and bond lengths (Å).
CARTESIAN COORDINATES (ANGSTROEM)
1 S -2.677 -4.637 -1.073  O12 1.472, O24 1.463, C51 1.838, C55 1.788
2 S -0.891 -0.115 0.137  O15 1.445, O18 1.498, C37 1.807, C50 1.842
3 S -2.891 -2.470 3.991  O16 1.494, O23 1.483, C33 1.869, C35 1.786
4 S -2.715 1.566 -4.205  O8 1.481, O11 1.475, C53 1.869, C64 1.820
5 S 4.012 0.112 6.920  O9 1.451, O10 1.455, C32 1.889, C41 1.867
6 S -0.327 3.347 3.929  O19 1.468, O25 1.462, C44 1.869, C57 1.876
7 S 2.525 -3.159 -2.956  O13 1.481, O20 1.468, C43 1.925, C49 1.818
8 O -4.043 2.214 -4.314  S4 1.481
9 O 3.650 -0.406 8.226  S5 1.451
10 O 5.134 1.020 6.732  S5 1.455
11 O -1.563 2.343 -3.707  S4 1.475
12 O -2.246 -5.442 0.081  S1 1.472
13 O 1.421 -2.173 -3.016  S7 1.481
14 O -5.853 2.495 -1.386  C62 1.230
15 O -1.336 -1.490 0.140  S2 1.445
16 O -3.692 -2.694 5.232  S3 1.494
17 O 3.534 1.578 -2.858  C38 1.231
18 O -1.816 1.063 0.165  S2 1.498
19 O 1.032 2.835 4.143  S6 1.468
20 O 2.298 -4.459 -3.599  S7 1.468
21 O -3.183 6.167 1.727  C27 1.261
22 O 8.384 2.426 -5.180  C36 1.242
23 O -1.425 -2.361 4.191  S3 1.483
24 O -3.744 -3.643 -0.946  S1 1.463
25 O -1.409 2.395 3.682  S6 1.462
26 C -5.245 5.491 0.579  C27 1.492, C39 1.357, H78 1.080
27 C -3.802 5.395 0.946  O21 1.261, C26 1.492, C34 1.433
28 C 6.582 3.362 -3.912  C36 1.473, C60 1.368, H94 1.080
29 C 5.088 1.089 -4.465  C31 1.343, C38 1.417, H123 1.080
30 C -2.614 -5.092 -3.701  C42 1.592, C51 1.490, H91 1.090, H106 1.090
31 C 6.324 1.235 -4.971  C29 1.343, C36 1.440, H96 1.080
32 C 2.419 0.638 6.052  S5 1.889, C58 1.525, H82 1.090, H125 1.090
33 C -3.280 -3.693 2.633  S3 1.869, C48 1.501, H90 1.090, H108 1.090
34 C -3.215 4.302 0.228  C27 1.433, C52 1.369, H129 1.080
35 C -3.448 -1.031 3.091  S3 1.786, C46 1.582, H111 1.090, H119 1.090
36 C 7.207 2.359 -4.792  O22 1.242, C28 1.473, C31 1.440
37 C 0.324 0.107 1.456  S2 1.807, C45 1.519, H68 1.090, H101 1.090
38 C 4.566 1.916 -3.439  O17 1.231, C29 1.417, C60 1.505
39 C -5.916 4.651 -0.249  C26 1.357, C62 1.494, H127 1.080
40 C 0.287 5.917 3.228  C44 1.596, C59 1.526, H89 1.090, H102 1.090
41 C 4.285 -1.346 5.786  S5 1.867, C61 1.554, H88 1.090, H103 1.090
42 C -1.206 -4.420 -3.391  C30 1.592, C55 1.598, H70 1.090, H79 1.090
43 C 4.269 -2.442 -3.342  S7 1.925, C65 1.509, H69 1.090, H81 1.090
44 C -0.133 4.553 2.514  S6 1.869, C40 1.596, H110 1.090, H120 1.090
45 C 1.394 1.061 0.954  C37 1.519, C47 1.529, H104 1.090, H128 1.090
46 C -4.409 -1.559 1.951  C35 1.582, C48 1.554, H84 1.090, H122 1.090
47 C 1.551 0.771 -0.538  C45 1.529, C50 1.508, H95 1.090, H113 1.090
48 C -4.550 -3.100 2.096  C33 1.501, C46 1.554, H98 1.090, H115 1.090
49 C 2.982 -3.551 -1.241  S7 1.818, C54 1.518, H66 1.090, H71 1.090
50 C 0.304 0.259 -1.214  S2 1.842, C47 1.508, H76 1.090, H121 1.090
51 C -3.197 -5.706 -2.474  S1 1.838, C30 1.490, H73 1.090, H74 1.090
52 C -3.804 3.434 -0.651  C34 1.369, C62 1.487, H105 1.080
53 C -2.326 0.627 -5.773  S4 1.869, C63 1.547, H75 1.090, H85 1.090
54 C 4.452 -3.272 -0.980  C49 1.518, C65 1.570, H92 1.090, H126 1.090
55 C -1.216 -3.968 -1.857  S1 1.788, C42 1.598, H67 1.090, H77 1.090
56 C -2.155 -1.033 -3.944  C63 1.501, C64 1.540, H72 1.090, H117 1.090
57 C -0.725 4.686 5.181  S6 1.876, C59 1.535, H107 1.090, H116 1.090
58 C 2.507 0.025 4.659  C32 1.525, C61 1.561, H93 1.090, H99 1.090
59 C -0.631 6.028 4.441  C40 1.526, C57 1.535, H83 1.090, H97 1.090
60 C 5.399 3.156 -3.256  C28 1.368, C38 1.505, H86 1.080
61 C 3.019 -1.431 4.888  C41 1.554, C58 1.561, H87 1.090, H112 1.090
62 C -5.282 3.421 -0.813  O14 1.230, C39 1.494, C52 1.487
63 C -2.392 -0.877 -5.418  C53 1.547, C56 1.501, H100 1.090, H114 1.090
64 C -2.984 0.052 -3.232  S4 1.820, C56 1.540, H80 1.090, H109 1.090
65 C 5.220 -3.030 -2.328  C43 1.509, C54 1.570, H118 1.090, H124 1.090
66 H 2.623 -4.569 -1.089  C49 1.090
67 H -1.152 -2.900 -1.651  C55 1.090
68 H 0.810 -0.869 1.449  C37 1.090
69 H 4.234 -1.368 -3.162  C43 1.090
70 H -0.965 -3.681 -4.156  C42 1.090
71 H 2.397 -2.850 -0.645  C49 1.090
72 H -1.101 -0.958 -3.678  C56 1.090
73 H -2.865 -6.731 -2.310  C51 1.090
74 H -4.285 -5.760 -2.490  C51 1.090
75 H -3.120 0.930 -6.456  C53 1.090
76 H -0.172 1.045 -1.800  C50 1.090
77 H -0.381 -4.459 -1.358  C55 1.090
78 H -5.836 6.325 0.926  C26 1.080
79 H -0.410 -5.128 -3.618  C42 1.090
80 H -4.050 -0.168 -3.285  C64 1.090
81 H 4.425 -2.684 -4.393  C43 1.090
82 H 1.503 0.308 6.543  C32 1.090
83 H -1.640 6.271 4.107  C59 1.090
84 H -5.357 -1.021 1.978  C46 1.090
85 H -1.283 0.854 -5.998  C53 1.090
86 H 4.949 3.878 -2.591  C60 1.080
87 H 2.287 -2.061 5.394  C61 1.090
88 H 5.055 -1.044 5.076  C41 1.090
89 H 0.182 6.773 2.560  C40 1.090
90 H -2.459 -3.670 1.916  C33 1.090
91 H -3.392 -4.474 -4.150  C30 1.090
92 H 4.890 -4.033 -0.333  C54 1.090
93 H 3.057 0.693 3.996  C58 1.090
94 H 7.179 4.262 -3.906  C28 1.080
95 H 2.378 0.066 -0.631  C47 1.090
96 H 6.711 0.482 -5.642  C31 1.080
97 H -0.308 6.834 5.099  C59 1.090
98 H -5.338 -3.272 2.830  C48 1.090
99 H 1.494 -0.047 4.262  C58 1.090
100 H -3.358 -1.257 -5.751  C63 1.090
101 H -0.055 0.150 2.477  C37 1.090
102 H 1.336 5.889 3.525  C40 1.090
103 H 4.359 -2.243 6.401  C41 1.090
104 H 2.261 1.045 1.615  C45 1.090
105 H -3.285 2.506 -0.842  C52 1.080
106 H -2.450 -5.881 -4.435  C30 1.090
107 H -0.142 4.601 6.097  C57 1.090
108 H -3.299 -4.683 3.088  C33 1.090
109 H -2.806 0.449 -2.232  C64 1.090
110 H -1.174 4.636 2.205  C44 1.090
111 H -2.502 -0.796 2.603  C35 1.090
112 H 3.396 -1.868 3.963  C61 1.090
113 H 1.898 1.633 -1.108  C47 1.090
114 H -1.588 -1.338 -5.992  C63 1.090
115 H -4.991 -3.556 1.209  C48 1.090
116 H -1.744 4.361 5.390  C57 1.090
117 H -2.462 -2.053 -3.711  C56 1.090
118 H 6.196 -2.568 -2.182  C65 1.090
119 H -3.625 -0.199 3.772  C35 1.090
120 H 0.628 4.200 1.817  C44 1.090
121 H 0.528 -0.655 -1.764  C50 1.090
122 H -3.914 -1.374 0.997  C46 1.090
123 H 4.585 0.168 -4.720  C29 1.080
124 H 5.619 -3.904 -2.844  C65 1.090
125 H 2.312 1.716 6.180  C32 1.090
126 H 4.526 -2.432 -0.290  C54 1.090
127 H -6.978 4.742 -0.421  C39 1.080
128 H 0.988 2.063 1.099  C45 1.090
129 H -2.145 4.174 0.307  C34 1.080